Run w
58
Properties=species:S:1:pos:R:3 method="wB97M-V/def2-TZVPD" total_charge=-2 homo_lumo_gap_ev=8.6 lumo_energy_ha=0.18074
C 1.046 -1.259 -0.524
O 0.761 -1.856 -1.816
C 2.412 -1.760 -0.078
C 2.559 -1.692 1.489
C 1.967 -0.422 2.125
O 0.624 -0.554 2.446
N 2.489 -3.195 -0.346
H 0.182 -1.492 0.083
H 1.195 -0.188 -0.655
H 3.199 -1.100 -0.451
H 3.604 -1.962 1.673
H 1.938 -2.481 1.907
H 2.609 -0.216 3.010
H 2.052 0.505 1.528
H 3.319 -3.605 0.066
H 2.421 -3.401 -1.335
H 0.514 3.972 -2.322
H 1.338 1.703 -2.594
O 0.409 3.028 -2.539
H -2.406 -2.566 2.240
H -2.467 -1.417 1.202
O -2.996 -2.136 1.596
H -1.874 2.558 -2.430
H -1.820 1.671 -1.296
O -2.454 1.906 -1.995
H -1.767 4.452 -0.020
H -2.041 3.714 -1.247
O -1.949 4.649 -0.958
H -0.202 2.129 -3.973
H -1.149 0.815 -3.979
O -0.540 1.362 -4.489
H 1.350 4.298 -0.224
H 0.475 3.598 0.841
O 1.046 4.380 0.681
H 1.479 0.701 -3.716
H 0.795 -1.156 -2.485
O 1.880 0.892 -2.881
H 0.149 -1.800 2.946
H -0.018 -3.037 2.094
O -0.311 -2.787 2.986
H -0.626 -4.537 -0.304
H 0.539 -4.303 -1.187
O -0.246 -4.865 -1.129
H -1.129 1.133 3.918
H 0.091 0.407 4.223
O -0.577 0.974 4.677
H 0.176 2.296 -1.100
H 0.838 1.712 0.157
O -0.027 2.003 -0.141
H -0.626 -0.148 1.526
H -1.176 0.619 0.107
O -1.380 0.114 0.909
H -2.217 -1.771 -1.868
H -2.858 -2.590 -0.893
O -3.116 -2.066 -1.658
H -2.949 1.056 1.786
H -1.796 1.861 2.137
O -2.739 1.854 2.280

***

Run x
58
Properties=species:S:1:pos:R:3 method="wB97M-V/def2-TZVPD" total_charge=-2 homo_lumo_gap_ev=8.3 lumo_energy_ha=0.18096
C -1.370 0.528 0.157
O -2.629 1.099 0.066
C -0.692 0.247 1.542
C 0.405 1.385 1.787
C 1.851 0.781 1.626
O 2.671 1.265 0.624
N -1.630 0.180 2.662
H -0.828 1.010 -0.672
H -1.463 -0.526 -0.149
H -0.222 -0.753 1.402
H 0.154 1.774 2.785
H 0.410 2.324 1.239
H 2.314 1.011 2.617
H 1.772 -0.328 1.501
H -2.411 0.811 2.565
H -2.025 -0.755 2.549
H -2.097 -3.776 1.265
H -3.059 -2.100 1.328
O -1.757 -2.942 0.920
H 1.480 4.207 -1.649
H 0.378 3.284 -1.731
O 0.530 4.236 -1.858
H 0.212 -0.476 -2.901
H 1.294 0.438 -2.277
O 0.351 0.414 -2.561
H 0.054 -3.061 -1.328
H -1.155 -3.008 -0.404
O -0.907 -3.057 -1.430
H -2.232 -1.917 -1.831
H -2.673 -0.396 -1.531
O -2.976 -1.282 -1.744
H 1.762 -3.228 0.946
H 2.852 -2.840 1.747
O 2.750 -3.151 0.838
H -3.795 -1.377 0.226
H -3.385 0.610 0.425
O -3.795 -1.435 1.197
H 2.575 2.838 0.412
H 1.406 3.896 0.399
O 2.305 3.764 0.086
H -2.341 3.765 0.960
H -3.425 2.626 0.962
O -3.248 3.552 0.731
H 4.687 -1.390 0.040
H 4.021 0.007 0.465
O 4.715 -0.657 0.659
H 0.259 -3.645 2.911
H -0.429 -3.335 1.491
O 0.425 -3.698 1.957
H 3.065 0.932 -1.953
H 2.591 0.508 -0.495
O 2.892 0.096 -1.502
H -2.290 1.616 -2.706
H -3.044 2.473 -1.771
O -3.140 2.076 -2.650
H 3.060 -2.740 -1.141
H 2.771 -1.383 -1.918
O 3.030 -2.315 -2.007

***

The structure with the greatest stability is run w.